(1)
50
Properties=species:S:1:pos:R:3 method="wB97M-V/def2-TZVPD" gap_ev=9.8 total_charge=0 smiles="O=C(NN=C1CCCCCCCCCCC1)c1ccccc1F" fmax_ev_per_a=1.23
O -2.47909 -3.03795 -1.56545
C -2.18519 -2.14564 -0.80034
N -1.09090 -2.22687 0.00485
N -0.74214 -1.18753 0.78773
C 0.34270 -1.08596 1.43090
C 0.45009 0.12088 2.33031
C -0.52190 1.25525 1.99729
C -0.31759 1.84081 0.59955
C 0.99273 2.62106 0.45017
C 1.56461 2.60094 -0.97012
C 1.90387 1.20841 -1.51095
C 2.86321 0.42056 -0.62088
C 3.16956 -0.97512 -1.16662
C 2.00270 -1.96526 -1.06294
C 1.95130 -2.78578 0.23139
C 1.50614 -2.05486 1.51179
C -2.93209 -0.85417 -0.68118
C -3.04271 -0.01190 -1.77974
C -3.71535 1.19296 -1.67766
C -4.29854 1.56445 -0.47796
C -4.21846 0.72894 0.62258
C -3.53500 -0.46694 0.50866
F -3.47765 -1.28030 1.58187
H -0.54071 -3.08211 -0.04652
H 1.47686 0.49088 2.32931
H 0.24677 -0.22374 3.35026
H -1.53723 0.86717 2.06580
H -0.40492 2.04256 2.74545
H -0.35310 1.01850 -0.11090
H -1.15855 2.49706 0.36648
H 1.74430 2.22733 1.13345
H 0.82669 3.66212 0.73774
H 0.84598 3.06641 -1.64912
H 2.47113 3.21191 -0.98057
H 0.98186 0.64204 -1.64828
H 2.35459 1.32686 -2.49989
H 2.43576 0.32030 0.37221
H 3.79854 0.97926 -0.53158
H 3.45374 -0.87736 -2.21718
H 4.03192 -1.38682 -0.63639
H 1.06185 -1.43488 -1.20681
H 2.09244 -2.68157 -1.88355
H 2.94863 -3.19270 0.42189
H 1.30298 -3.65008 0.05774
H 2.36152 -1.50834 1.91374
H 1.24543 -2.81558 2.25731
H -2.59072 -0.31172 -2.71314
H -3.78625 1.84190 -2.53705
H -4.82423 2.50378 -0.39762
H -4.67559 0.99081 1.56397

---

(2)
51
Properties=species:S:1:pos:R:3 method="wB97M-V/def2-TZVPD" gap_ev=8.4 total_charge=0 smiles="Cc1c(C)n(C)c2ccc(C(=O)NCCCN3CCOCC3)cc12" fmax_ev_per_a=0.61
C 2.24783 2.69144 -0.39984
C 3.23015 1.59974 -0.13858
C 4.58710 1.68934 0.01442
C 5.47954 2.87856 -0.02903
N 5.11869 0.43418 0.23610
C 6.51080 0.16486 0.45260
C 4.10667 -0.48036 0.23105
C 4.11394 -1.85788 0.42507
C 2.91145 -2.52184 0.36664
C 1.70464 -1.85182 0.10597
C 0.46606 -2.67667 0.07590
O 0.33665 -3.69852 0.72469
N -0.50193 -2.22354 -0.76198
C -1.79913 -2.84731 -0.85495
C -2.87521 -2.07668 -0.08404
C -3.10272 -0.67614 -0.65459
N -4.36606 -0.11306 -0.21203
C -4.75186 1.04784 -0.99638
C -6.13603 1.51731 -0.54956
O -6.14929 1.84987 0.81779
C -5.75336 0.74223 1.59197
C -4.36252 0.24739 1.19627
C 1.69237 -0.47888 -0.07139
C 2.89544 0.21783 -0.00793
H 1.80253 2.57568 -1.38879
H 1.44479 2.65918 0.33600
H 2.72068 3.66844 -0.34978
H 4.89561 3.78190 -0.17560
H 6.19542 2.79648 -0.84772
H 6.04039 2.97634 0.90073
H 7.11155 0.54514 -0.37711
H 6.66166 -0.90920 0.52710
H 6.86066 0.63166 1.37774
H 5.02709 -2.39962 0.62247
H 2.86611 -3.58860 0.52267
H -0.34782 -1.37557 -1.28070
H -1.68982 -3.84599 -0.42468
H -2.08067 -2.93733 -1.90899
H -3.81448 -2.62752 -0.14139
H -2.57118 -2.02001 0.96147
H -2.25583 -0.01541 -0.39288
H -3.15073 -0.74737 -1.74588
H -4.78840 0.76808 -2.05166
H -4.03237 1.87828 -0.87392
H -6.43090 2.41920 -1.08895
H -6.86476 0.71640 -0.74584
H -5.76305 1.07485 2.63128
H -6.47431 -0.07893 1.46215
H -4.11476 -0.63061 1.79245
H -3.62144 1.04115 1.40422
H 0.77081 0.06550 -0.22252

---

(3)
54
Properties=species:S:1:pos:R:3 method="wB97M-V/def2-TZVPD" gap_ev=9.5 total_charge=0 smiles="CNC(=O)[C@@H](NC(C)=O)[C@@H](C)O.Cc1nnc(C2CC2)n1-c1ccccc1" fmax_ev_per_a=1.75
C 1.80578 6.48505 -0.71895
N 0.51847 5.80276 -0.58591
C 0.28492 4.60217 -0.04437
O -0.86828 4.18828 0.01992
C 1.44564 3.71064 0.42717
N 1.25573 3.27196 1.81823
C 1.28989 4.09851 2.86048
C 1.11843 3.47216 4.22333
O 1.46231 5.30651 2.75395
C 1.56660 2.49799 -0.50606
C 1.99004 2.87234 -1.92612
O 2.53982 1.60759 -0.00612
H 1.65293 7.48315 -1.13262
H 2.27608 6.58479 0.26284
H 2.46651 5.92685 -1.38432
H -0.31092 6.30675 -0.86105
H 2.38025 4.26336 0.37672
H 1.16481 2.28318 1.98493
H 1.06024 4.26308 4.96945
H 0.20049 2.88816 4.23806
H 1.97400 2.83279 4.43203
H 0.60676 1.98453 -0.54583
H 1.23519 3.51125 -2.38430
H 2.09051 1.97026 -2.52992
H 2.94520 3.39873 -1.90466
H 2.66414 0.90033 -0.64455
C 0.05760 -0.68806 -0.75266
C 0.31214 -2.16263 -0.77094
N 1.48622 -2.69069 -1.00039
N 1.34283 -4.05386 -0.96754
C 0.08565 -4.33643 -0.72056
C -0.48620 -5.72786 -0.57619
C 0.40592 -6.82407 0.00933
C 0.05882 -6.84416 -1.46977
N -0.62171 -3.15921 -0.58563
C -1.98943 -3.00404 -0.34460
C -2.43794 -2.39359 0.83433
C -3.80746 -2.23755 1.07541
C -4.73842 -2.68288 0.13149
C -4.29855 -3.28839 -1.04990
C -2.92873 -3.45042 -1.28395
H 0.24418 -0.29299 0.24894
H 0.72277 -0.19059 -1.46190
H -0.97687 -0.46930 -1.03053
H -1.54586 -5.76302 -0.30946
H 1.43198 -6.55866 0.28585
H -0.06695 -7.57348 0.65138
H 0.85514 -6.59255 -2.17859
H -0.64322 -7.60971 -1.81433
H -1.71905 -2.04508 1.56958
H -4.14687 -1.76759 1.99412
H -5.80162 -2.55687 0.31523
H -5.01894 -3.63230 -1.78652
H -2.59097 -3.91721 -2.20450

---

(4)
51
Properties=species:S:1:pos:R:3 method="wB97M-V/def2-TZVPD" gap_ev=9.1 total_charge=0 smiles="C[C@H]1[C@@H](NC(=O)COC(=O)CCSc2ccccc2)CCC[C@@H]1C" fmax_ev_per_a=0.79
C 1.29289 -4.54367 0.43024
C 0.56409 -3.69092 -0.60813
C -0.59716 -2.93717 0.06559
N -0.12571 -2.13903 1.17806
C -0.58524 -2.26962 2.42879
O -1.36280 -3.11931 2.80347
C -0.02052 -1.20058 3.38923
O -0.60913 0.07822 3.14118
C -0.12095 0.83022 2.16540
O 0.80502 0.51448 1.45384
C -0.90177 2.11267 2.00985
C -1.82263 1.95845 0.79889
S -2.67746 3.51210 0.38855
C -1.38904 4.57923 -0.20035
C -0.13209 4.14541 -0.59634
C 0.79589 5.06622 -1.05355
C 0.47983 6.41069 -1.12939
C -0.78101 6.83969 -0.74484
C -1.71046 5.93148 -0.27927
C -1.34746 -2.05258 -0.93538
C -0.39841 -1.09284 -1.64581
C 0.71346 -1.87340 -2.33651
C 1.50689 -2.72056 -1.33814
C 2.62408 -3.46404 -2.06854
H 1.93957 -5.27343 -0.04796
H 1.89735 -3.91920 1.08441
H 0.57266 -5.07883 1.04488
H 0.11828 -4.35705 -1.35523
H -1.29164 -3.66541 0.49931
H 0.51836 -1.38859 0.96547
H 1.06736 -1.13346 3.28404
H -0.29687 -1.45808 4.41187
H -0.20264 2.93378 1.83930
H -1.48849 2.30549 2.90679
H -2.62532 1.25281 1.01315
H -1.27699 1.61436 -0.07948
H 0.14304 3.10316 -0.56168
H 1.77397 4.72079 -1.35459
H 1.20999 7.12036 -1.48766
H -1.03996 7.88624 -0.80385
H -2.69413 6.25439 0.02616
H -2.12914 -1.49916 -0.40987
H -1.83069 -2.69531 -1.67349
H -0.95363 -0.50582 -2.38075
H 0.04106 -0.39588 -0.92826
H 1.38945 -1.18059 -2.84209
H 0.27869 -2.52816 -3.09585
H 1.96704 -2.05117 -0.60279
H 2.20763 -4.20830 -2.74429
H 3.28838 -3.96331 -1.36947
H 3.21638 -2.76474 -2.65491

---

Repeat the third record exactly.
54
Properties=species:S:1:pos:R:3 method="wB97M-V/def2-TZVPD" gap_ev=9.5 total_charge=0 smiles="CNC(=O)[C@@H](NC(C)=O)[C@@H](C)O.Cc1nnc(C2CC2)n1-c1ccccc1" fmax_ev_per_a=1.75
C 1.80578 6.48505 -0.71895
N 0.51847 5.80276 -0.58591
C 0.28492 4.60217 -0.04437
O -0.86828 4.18828 0.01992
C 1.44564 3.71064 0.42717
N 1.25573 3.27196 1.81823
C 1.28989 4.09851 2.86048
C 1.11843 3.47216 4.22333
O 1.46231 5.30651 2.75395
C 1.56660 2.49799 -0.50606
C 1.99004 2.87234 -1.92612
O 2.53982 1.60759 -0.00612
H 1.65293 7.48315 -1.13262
H 2.27608 6.58479 0.26284
H 2.46651 5.92685 -1.38432
H -0.31092 6.30675 -0.86105
H 2.38025 4.26336 0.37672
H 1.16481 2.28318 1.98493
H 1.06024 4.26308 4.96945
H 0.20049 2.88816 4.23806
H 1.97400 2.83279 4.43203
H 0.60676 1.98453 -0.54583
H 1.23519 3.51125 -2.38430
H 2.09051 1.97026 -2.52992
H 2.94520 3.39873 -1.90466
H 2.66414 0.90033 -0.64455
C 0.05760 -0.68806 -0.75266
C 0.31214 -2.16263 -0.77094
N 1.48622 -2.69069 -1.00039
N 1.34283 -4.05386 -0.96754
C 0.08565 -4.33643 -0.72056
C -0.48620 -5.72786 -0.57619
C 0.40592 -6.82407 0.00933
C 0.05882 -6.84416 -1.46977
N -0.62171 -3.15921 -0.58563
C -1.98943 -3.00404 -0.34460
C -2.43794 -2.39359 0.83433
C -3.80746 -2.23755 1.07541
C -4.73842 -2.68288 0.13149
C -4.29855 -3.28839 -1.04990
C -2.92873 -3.45042 -1.28395
H 0.24418 -0.29299 0.24894
H 0.72277 -0.19059 -1.46190
H -0.97687 -0.46930 -1.03053
H -1.54586 -5.76302 -0.30946
H 1.43198 -6.55866 0.28585
H -0.06695 -7.57348 0.65138
H 0.85514 -6.59255 -2.17859
H -0.64322 -7.60971 -1.81433
H -1.71905 -2.04508 1.56958
H -4.14687 -1.76759 1.99412
H -5.80162 -2.55687 0.31523
H -5.01894 -3.63230 -1.78652
H -2.59097 -3.91721 -2.20450